DFT (ωB97M-V with the def2-TZVPD basis set) results for a 5-piece molecular cluster, C37H74O20P4 overall in a non-equilibrium geometry.

Geometry (Å):
C  2.789  -1.105  -1.011
C  1.884  -2.287  -1.505
C  0.806  -1.870  -2.481
C  0.851  -2.142  -3.778
C  1.965  -2.876  -4.492
C  2.830  -1.710  -5.214
C  2.546  -0.208  -4.633
O  3.833  -1.099  -4.413
C  -0.312  -1.679  -4.658
O  -0.792  -2.366  -5.496
C  -0.814  -0.274  -4.326
C  -0.847  0.012  -3.039
C  -1.296  1.407  -2.603
C  -0.394  2.018  -1.513
O  0.639  1.556  -1.187
C  -0.418  -1.072  -2.043
O  -1.010  -1.289  -1.043
H  3.837  -1.386  -1.210
H  2.703  -0.976  0.080
H  2.588  -0.152  -1.519
H  1.361  -2.688  -0.614
H  2.535  -3.094  -1.857
H  1.571  -3.490  -5.312
H  2.668  -3.388  -3.829
H  2.997  -1.804  -6.304
H  3.226  0.647  -4.459
H  2.405  0.103  -5.740
H  -1.121  0.431  -5.102
H  -1.173  2.064  -3.484
H  -2.354  1.366  -2.297
H  -0.788  2.966  -1.065
C  5.166  3.813  -11.981
C  6.231  2.933  -11.352
O  6.066  2.833  -9.944
P  4.871  1.879  -9.333
O  5.253  0.530  -9.866
O  5.403  1.733  -7.790
C  5.697  0.456  -7.231
C  7.162  0.110  -7.420
O  3.991  3.208  -8.810
C  2.710  3.498  -9.374
C  1.907  2.267  -9.739
H  4.186  3.328  -11.934
H  5.393  4.004  -13.031
H  5.093  4.768  -11.457
H  6.232  1.940  -11.809
H  7.214  3.375  -11.522
H  5.049  -0.315  -7.651
H  5.475  0.503  -6.163
H  7.485  0.256  -8.450
H  7.355  -0.925  -7.133
H  7.786  0.760  -6.802
H  2.836  4.147  -10.245
H  2.161  4.077  -8.629
H  2.412  1.677  -10.513
H  0.925  2.549  -10.118
H  1.773  1.621  -8.867
C  -1.821  -4.163  0.020
C  -0.741  -5.029  0.644
O  -0.945  -5.192  2.041
P  -2.132  -6.198  2.579
O  -1.704  -7.517  2.008
O  -1.632  -6.385  4.130
C  -1.323  -7.672  4.657
C  0.153  -7.988  4.497
O  -3.035  -4.896  3.125
C  -4.303  -4.596  2.537
C  -5.087  -5.820  2.111
H  -2.780  -4.693  0.020
H  -1.574  -3.921  -1.014
H  -1.950  -3.235  0.575
H  -0.692  -6.001  0.146
H  0.231  -4.549  0.523
H  -1.946  -8.441  4.198
H  -1.574  -7.657  5.719
H  0.500  -7.809  3.479
H  0.355  -9.027  4.760
H  0.749  -7.345  5.149
H  -4.159  -3.918  1.691
H  -4.876  -4.046  3.287
H  -4.558  -6.380  1.331
H  -6.061  -5.532  1.716
H  -5.238  -6.495  2.957
C  -2.148  1.552  8.841
C  -1.054  0.693  8.235
O  -1.507  -0.624  7.963
P  -2.491  -0.897  6.655
O  -1.521  -0.438  5.599
O  -2.293  -2.514  6.521
C  -1.770  -3.078  5.312
C  -0.262  -3.224  5.387
O  -3.744  -1.219  7.740
C  -4.900  -0.381  7.790
C  -5.314  0.174  6.443
H  -2.928  1.765  8.101
H  -1.745  2.508  9.183
H  -2.616  1.046  9.686
H  -0.658  1.156  7.327
H  -0.230  0.601  8.944
H  -2.071  -2.487  4.447
H  -2.213  -4.064  5.189
H  0.222  -2.304  5.718
H  0.144  -3.506  4.415
H  0.006  -3.997  6.111
H  -4.729  0.430  8.503
H  -5.713  -0.988  8.194
H  -4.535  0.820  6.021
H  -6.226  0.765  6.537
H  -5.494  -0.635  5.731
C  -2.111  2.815  5.017
C  -2.762  4.137  5.374
O  -1.851  5.218  5.236
P  -1.463  5.759  3.729
O  -2.801  6.188  3.203
O  -0.833  7.221  4.120
C  -1.392  8.425  3.603
C  -2.432  8.996  4.550
O  0.096  5.155  3.854
C  0.547  4.101  2.995
C  -0.026  4.158  1.595
H  -1.907  2.766  3.942
H  -2.762  1.977  5.267
H  -1.164  2.690  5.542
H  -3.655  4.305  4.765
H  -3.076  4.121  6.420
H  -1.807  8.268  2.607
H  -0.575  9.142  3.494
H  -3.159  8.244  4.857
H  -2.964  9.828  4.084
H  -1.954  9.360  5.462
H  0.328  3.137  3.461
H  1.634  4.183  2.941
H  -1.117  4.041  1.607
H  0.393  3.359  0.981
H  0.200  5.118  1.124

The SMILES is CCC1=C(C[C@H]2CO2)C(=O)C=C(CC=O)C1=O.CCOP(=O)(OCC)OCC.CCOP(=O)(OCC)OCC.CCOP(=O)(OCC)OCC.CCOP(=O)(OCC)OCC. Its net charge is 0. The calculation puts the LUMO energy at -0.7 eV. The HOMO-LUMO gap comes out at 0.2958 hartree. The calculation puts the HOMO energy at -8.7 eV.

DFT (ωB97M-V with the def2-TZVPD basis set) results for one molecule with the formula C3H8ClO5P in a non-equilibrium geometry.

Geometry (Å):
O  2.650  1.210  0.490
O  2.598  -0.209  0.527
P  1.635  -0.725  -0.795
C  0.151  -1.305  0.240
O  -0.432  -2.299  -0.539
C  -0.971  -0.059  0.727
Cl  -2.570  -0.773  0.452
C  -0.935  1.141  -0.253
O  -1.089  0.613  -1.623
O  -1.897  2.048  0.042
H  3.222  1.512  1.146
H  2.068  -1.905  -0.431
H  0.586  -1.653  1.206
H  -1.363  -2.201  -0.275
H  -0.694  0.312  1.700
H  0.101  1.578  -0.224
H  -0.350  0.947  -2.194
H  -2.711  1.771  -0.195

The energy relative to the best compared isomer or geometry (same formula, charge and spin) comes out at 0.00 kcal per mole. The SMILES is OOP[C@H](O)[C@H](Cl)C(O)O. Its net charge is 0. The calculation puts the LUMO energy at 0.6 eV. The HOMO-LUMO gap comes out at 0.3741 hartree. The calculation puts the HOMO energy at -9.5 eV.

DFT (ωB97M-V with the def2-TZVPD basis set) results for C27H44Cl2NOPTc as an isolated structure in a non-equilibrium geometry.

Geometry (Å):
P  -0.237  0.746  -0.750
C  -1.872  0.107  -1.336
C  -2.401  0.925  -2.505
C  -3.835  0.510  -2.831
C  -4.012  -1.030  -2.945
C  -3.293  -1.888  -1.863
C  -1.859  -1.402  -1.601
C  1.162  0.018  -1.706
C  1.086  0.350  -3.188
C  2.420  0.010  -3.849
C  2.884  -1.440  -3.543
C  2.713  -1.913  -2.069
C  1.369  -1.485  -1.458
C  -0.134  2.568  -0.775
C  -1.278  3.169  0.063
C  -1.253  4.719  0.136
C  0.120  5.293  0.539
C  1.323  4.610  -0.143
C  1.208  3.064  -0.194
H  -2.445  0.276  -0.400
H  -1.751  0.779  -3.371
H  -2.372  1.990  -2.275
H  -4.133  0.974  -3.786
H  -4.484  0.864  -2.011
H  -5.088  -1.276  -2.894
H  -3.650  -1.349  -3.940
H  -3.846  -1.808  -0.906
H  -3.250  -2.949  -2.177
H  -1.398  -1.944  -0.755
H  -1.238  -1.613  -2.483
H  2.000  0.550  -1.226
H  3.186  0.703  -3.466
H  0.852  1.405  -3.332
H  0.281  -0.224  -3.659
H  2.321  0.123  -4.939
H  3.954  -1.552  -3.797
H  2.319  -2.130  -4.201
H  2.799  -3.015  -2.002
H  3.507  -1.456  -1.447
H  1.303  -1.725  -0.379
H  0.555  -2.063  -1.913
H  -0.224  2.805  -1.867
H  -2.252  2.875  -0.349
H  -1.273  2.745  1.089
H  -1.529  5.143  -0.844
H  -2.013  5.071  0.856
H  0.227  5.191  1.628
H  0.145  6.370  0.328
H  2.254  4.912  0.375
H  1.394  4.997  -1.173
H  2.047  2.704  -0.803
H  1.390  2.640  0.814
Tc  0.032  -0.662  3.237
Cl  2.099  0.097  2.125
Cl  -2.110  0.409  2.707
C  -0.598  -2.152  1.890
H  -1.615  -2.282  1.386
C  0.165  -3.375  1.735
C  1.559  -3.304  1.898
C  2.373  -4.454  1.934
C  1.767  -5.716  1.826
C  0.352  -5.832  1.647
C  -0.427  -4.685  1.555
H  2.038  -2.325  2.015
H  3.459  -4.360  2.021
H  -0.112  -6.830  1.546
H  -1.508  -4.750  1.393
H  2.384  -6.637  1.859
C  1.171  0.701  7.050
C  0.644  0.836  5.656
N  0.285  1.941  4.969
O  0.439  -0.288  5.051
H  1.097  1.679  7.507
H  2.201  0.334  7.055
H  0.564  -0.024  7.598
H  -0.599  1.883  4.405
H  0.642  2.849  5.256

As for the expectation value of S²: 3.782. Its net charge is 0. The calculation puts the LUMO energy (alpha / beta) at -0.8 / -1.4 eV. The HOMO-LUMO gap (alpha / beta) comes out at 0.2049 / 0.1796 hartree. The calculation puts the HOMO energy (alpha / beta) at -6.4 / -6.3 eV. As for the spin multiplicity: 4.

DFT (ωB97M-V with the def2-TZVPD basis set) results for a 5-piece molecular cluster, C32H62FN3 overall in a non-equilibrium geometry.

Geometry (Å):
N  0.716  4.456  0.261
C  0.402  3.142  0.787
N  1.238  2.635  1.719
C  0.867  1.365  2.149
C  1.734  0.682  3.167
C  1.445  -0.640  3.687
C  0.196  -1.320  3.200
C  -0.651  -0.661  2.230
C  -0.343  0.694  1.651
N  -1.235  1.189  0.703
C  -0.798  2.389  0.303
F  -1.554  3.013  -0.679
H  0.828  4.436  -0.752
H  0.041  5.154  0.572
H  2.636  1.247  3.517
H  2.125  -1.128  4.422
H  -0.033  -2.336  3.615
H  -1.576  -1.206  1.906
C  1.202  -0.847  -1.418
C  1.636  -1.870  -0.375
C  3.140  -1.856  -0.103
C  4.023  -2.211  -1.302
C  3.746  -3.575  -1.934
C  3.994  -4.741  -0.984
H  1.653  -1.048  -2.392
H  0.116  -0.876  -1.543
H  1.479  0.165  -1.110
H  1.312  -2.870  -0.684
H  1.114  -1.655  0.561
H  3.355  -2.541  0.723
H  3.426  -0.860  0.254
H  5.070  -2.174  -0.982
H  3.919  -1.440  -2.073
H  4.400  -3.692  -2.804
H  2.721  -3.622  -2.313
H  5.026  -4.739  -0.626
H  3.819  -5.689  -1.498
H  3.327  -4.707  -0.120
C  4.605  10.819  0.985
C  4.499  9.374  0.512
C  3.060  8.926  0.251
C  2.140  8.942  1.475
C  2.611  8.093  2.656
C  2.704  6.607  2.330
H  4.100  10.969  1.942
H  5.654  11.096  1.119
H  4.167  11.501  0.253
H  4.979  8.713  1.240
H  5.067  9.270  -0.417
H  3.077  7.920  -0.178
H  2.623  9.573  -0.518
H  1.147  8.596  1.163
H  2.004  9.973  1.816
H  1.902  8.224  3.480
H  3.577  8.450  3.023
H  1.740  6.219  2.000
H  3.006  6.046  3.217
H  3.441  6.410  1.549
C  -0.410  -2.137  -5.629
C  -1.294  -2.711  -4.528
C  -0.618  -3.824  -3.728
C  -0.242  -5.072  -4.530
C  -1.402  -5.755  -5.255
C  -2.477  -6.280  -4.311
H  -0.158  -2.891  -6.378
H  -0.926  -1.323  -6.142
H  0.519  -1.739  -5.214
H  -2.234  -3.066  -4.960
H  -1.560  -1.902  -3.840
H  -1.275  -4.109  -2.899
H  0.291  -3.424  -3.265
H  0.223  -5.792  -3.848
H  0.528  -4.815  -5.264
H  -1.002  -6.597  -5.829
H  -1.853  -5.074  -5.983
H  -2.056  -6.996  -3.600
H  -3.259  -6.791  -4.879
H  -2.952  -5.473  -3.750
C  -4.726  -0.959  1.776
C  -5.610  -1.533  2.876
C  -4.933  -2.647  3.676
C  -4.557  -3.893  2.870
C  -5.717  -4.575  2.144
C  -6.792  -5.103  3.087
H  -4.474  -1.713  1.026
H  -5.243  -0.144  1.264
H  -3.798  -0.561  2.192
H  -6.550  -1.889  2.444
H  -5.876  -0.725  3.565
H  -5.589  -2.933  4.504
H  -4.024  -2.247  4.139
H  -4.091  -4.615  3.550
H  -3.787  -3.634  2.136
H  -5.317  -5.416  1.568
H  -6.168  -3.893  1.418
H  -6.370  -5.820  3.797
H  -7.573  -5.613  2.520
H  -7.266  -4.297  3.651

The energy relative to the best compared isomer or geometry (same formula, charge and spin) comes out at 32.90 kcal per mole. The SMILES is Nc1nc2ccccc2nc1F.CCCCCC.CCCCCC.CCCCCC.CCCCCC. Its net charge is 0. The calculation puts the LUMO energy at -0.6 eV. The HOMO-LUMO gap comes out at 0.3113 hartree. The calculation puts the HOMO energy at -9.1 eV.

Q: Which value of net charge does entry 4 give?
A: 0